Entry 1:
Molecular formula: C9H22ClI2LuN3OP
Method: DFT, ωB97M-V with the def2-TZVPD basis set

Last column: Löwdin charge in e.
Positions of all 40 atoms, in Å:
I 2.017 -3.775 -2.640  0.3561
I -0.635 -3.726 -1.909  0.3280
Lu 0.439 -0.982 -1.221  0.8582
P 0.061 0.736 -3.518  0.6718
C -1.543 0.945 -4.430  -0.2650
C 0.943 2.283 -3.879  -0.2469
H 1.980 -0.597 -4.111  0.0241
H 0.968 -0.130 -5.532  0.0669
H 0.420 -1.484 -4.476  0.0152
C 0.950 -0.516 -4.501  -0.3192
H 1.959 2.188 -3.453  0.0423
H 0.996 2.395 -4.980  0.0717
H -1.291 1.208 -5.497  0.0775
H -2.111 1.790 -3.954  0.0677
H 0.375 3.122 -3.439  0.0661
H -2.108 -0.024 -4.402  0.0553
C -1.956 -0.066 -1.571  -0.1091
O -3.100 0.165 -1.728  0.1158
Cl 2.676 0.138 -1.190  -0.1402
C 2.178 -1.185 2.924  -0.0391
N 0.949 -0.601 3.380  -0.1194
C 0.732 -0.679 4.787  -0.0633
C 0.056 -0.197 2.439  -0.3624
N 0.456 -0.388 1.121  -0.0800
N -1.101 0.333 2.786  -0.1253
C -1.619 0.715 4.084  -0.0363
C -1.972 0.670 1.694  -0.0466
H 2.815 -1.516 3.745  0.1173
H 2.682 -0.423 2.323  0.1078
H 1.904 -2.027 2.282  0.0988
H 0.856 0.223 5.363  0.1025
H -0.146 -1.206 5.110  0.1021
H 1.490 -1.259 5.291  0.0957
H 1.361 -0.844 1.277  -0.0544
H -1.853 1.792 4.136  0.1181
H -2.498 0.121 4.399  0.1226
H -0.979 0.641 4.941  0.0531
H -1.356 1.300 1.036  0.0906
H -2.157 -0.276 1.151  0.0755
H -2.837 1.133 2.162  0.1063

Summary:
ΔE to the lowest compared entry with this formula, charge and spin ... 0.00 kcal/mol
E_LUMO ... -0.3384 hartree
Charge ... +2
E_HOMO ... -14.72 eV
E_tot ... -87827.665 eV
Orbital gap ... 5.509 eV
F_max ... 6.51 eV Å⁻¹

=====

Entry 2:
Molecular formula: CH8O3Si2
Method: DFT, ωB97M-V with the def2-TZVPD basis set

Last column: Löwdin charge in e.
Positions of all 14 atoms, in Å:
O -0.180 2.568 -0.639  -0.0488
O -0.404 1.594 -1.625  -0.2285
C -1.398 0.668 -1.190  -0.3034
Si -0.839 -0.412 0.321  0.5615
O 0.758 0.070 0.749  -0.5184
Si 1.759 -1.292 1.125  0.5277
H 0.744 2.833 -0.770  0.1090
H -1.526 -0.064 -2.037  0.0951
H -2.408 1.123 -1.006  0.0866
H -1.777 -0.300 1.456  -0.0345
H -0.846 -1.830 -0.112  -0.0385
H 3.165 -0.849 1.097  -0.0738
H 1.381 -1.724 2.482  -0.0639
H 1.570 -2.387 0.147  -0.0702

Summary:
ΔE to the lowest compared entry with this formula, charge and spin ... 12.07 kcal/mol
E_LUMO ... 0.0278 hartree
Charge ... 0
E_HOMO ... -9.28 eV
E_tot ... -23062.418 eV
Orbital gap ... 10.035 eV
F_max ... 2.60 eV Å⁻¹

=====

Entry 3:
Molecular formula: C3H6BrP
Method: DFT, ωB97M-V with the def2-TZVPD basis set

Last column: Löwdin charge in e.
Positions of all 11 atoms, in Å:
Br -3.485 -0.249 -0.012  0.1713
P -1.927 1.282 -0.041  0.4325
C -0.424 0.290 0.315  -0.6246
C -0.052 -1.055 -0.317  -0.1908
C 0.847 0.152 -0.593  -0.1277
H -2.047 1.641 1.443  -0.0577
H -0.106 0.324 1.374  0.0844
H -0.629 -1.147 -1.201  0.0578
H 0.022 -2.029 0.077  0.0865
H 1.791 0.109 -0.048  0.0980
H 0.641 0.590 -1.525  0.0704

Summary:
ΔE to the lowest compared entry with this formula, charge and spin ... 9.82 kcal/mol
SMILES string ... BrPC1CC1
E_LUMO ... 0.0232 hartree
Charge ... 0
E_HOMO ... -9.24 eV
E_tot ... -82538.145 eV
Orbital gap ... 9.874 eV
F_max ... 3.48 eV Å⁻¹

=====

Entry 4:
Molecular formula: C23H14Cl5NO3S2SbSe4W
Method: DFT, ωB97M-V with the def2-TZVPD basis set

Last column: Löwdin charge in e.
Positions of all 54 atoms, in Å:
W -0.188 -0.346 0.349  1.1415
Cl -2.215 6.929 0.169  0.6939
C -1.693 5.299 0.028  -0.7069
C -0.338 4.988 0.096  -0.6945
Cl 0.818 6.235 0.308  0.7134
C 0.086 3.665 -0.033  -0.5794
Cl 1.761 3.312 0.054  0.7078
C -0.832 2.635 -0.258  -0.3857
O -0.423 1.373 -0.463  -0.3750
C -2.186 2.967 -0.309  -0.5752
Cl -3.326 1.710 -0.550  0.8318
C -2.619 4.282 -0.168  -0.6953
Cl -4.296 4.645 -0.259  0.6953
O -1.344 -0.012 1.605  -0.5356
N 0.642 -1.688 2.301  -0.1196
C 1.286 -1.320 3.419  -0.1357
C 2.536 -1.789 3.749  -0.0578
C 3.132 -2.744 2.929  -0.0650
C 2.447 -3.201 1.821  -0.0994
C 1.234 -2.598 1.520  -0.7643
S 0.556 -2.662 -0.108  0.6682
H 0.783 -0.559 4.003  0.1257
H 3.059 -1.378 4.599  0.1087
H 4.148 -3.068 3.106  0.1078
H 2.880 -3.901 1.122  0.1117
O -1.595 -0.990 -0.684  -0.6274
S -2.127 -1.714 0.672  0.9613
C -2.563 -3.284 -0.159  -0.3892
C -2.855 -3.442 -1.502  -0.0709
C -3.008 -4.719 -2.021  -0.0594
C -2.859 -5.830 -1.201  -0.0685
C -2.555 -5.667 0.144  -0.0650
C -2.397 -4.391 0.660  -0.1019
C -3.832 -1.234 0.860  -0.3773
C -4.339 -1.325 2.145  -0.0563
C -5.694 -1.101 2.349  -0.0547
C -6.511 -0.785 1.276  -0.0551
C -5.984 -0.691 -0.009  -0.0550
C -4.638 -0.926 -0.225  -0.1416
H -2.939 -2.581 -2.152  0.1106
H -3.225 -4.846 -3.074  0.1102
H -2.960 -6.824 -1.617  0.1075
H -2.415 -6.531 0.780  0.1094
H -2.122 -4.245 1.699  0.1145
H -3.683 -1.567 2.972  0.1229
H -6.102 -1.168 3.348  0.1123
H -7.567 -0.612 1.436  0.1111
H -6.621 -0.439 -0.845  0.1160
H -4.226 -0.876 -1.223  0.0995
Se 5.092 2.060 -1.201  -0.0935
Sb 4.338 0.576 0.528  -0.3446
Se 1.920 0.058 0.379  0.3124
Se 4.957 1.226 2.774  -0.0013
Se 5.697 -1.446 0.535  0.0579

Summary:
Expectation value of S² ... 0.765
ΔE to the lowest compared entry with this formula, charge and spin ... 140.13 kcal/mol
E_LUMO (spin up / spin down) ... -0.0748 / -0.0766 hartree
Charge ... 0
E_HOMO (spin up / spin down) ... -7.56 / -7.52 eV
E_tot ... -385737.825 eV
Orbital gap (spin up / spin down) ... 5.522 / 5.433 eV
F_max ... 6.89 eV Å⁻¹
Spin multiplicity ... 2

=====

Entry 5:
Molecular formula: C3H37NO15
Method: DFT, ωB97M-V with the def2-TZVPD basis set

Last column: Löwdin charge in e.
Positions of all 56 atoms, in Å:
C -1.126 -1.669 0.746  -0.2406
N -0.896 -0.249 0.897  -0.0646
C -1.543 0.773 0.140  -0.2714
O -0.853 1.197 -1.002  -0.1721
C -2.632 -2.078 1.013  -0.0564
H -0.400 -2.175 1.402  0.1065
H -0.633 -2.043 -0.295  0.1088
H 0.037 0.083 1.243  0.1041
H -1.722 1.716 0.761  0.1116
H -2.491 0.474 -0.469  0.1642
H 0.129 1.325 -0.913  0.1023
H -3.272 -1.244 1.145  0.0451
H -2.649 -2.737 1.893  0.0748
H -3.177 -2.480 0.189  0.0326
H 1.198 -0.697 -0.502  -0.0279
H 2.232 -1.712 -0.587  0.0015
O 2.119 -0.775 -0.506  -0.0031
H 4.523 -1.140 2.557  0.0823
H 3.235 -0.440 2.401  0.0354
O 3.581 -1.264 2.872  -0.0940
H -2.496 4.064 -1.269  0.0749
H -1.986 2.655 -1.124  -0.0546
O -2.065 3.448 -0.623  -0.0750
H -0.805 -3.229 -2.348  0.0312
H -0.996 -4.672 -1.880  0.0552
O -1.513 -3.925 -2.266  -0.0930
H -1.500 3.871 1.954  0.0370
H -2.956 3.168 2.510  0.0855
O -1.994 3.430 2.696  -0.1154
H -3.046 1.045 -2.667  0.0227
H -1.816 1.753 -2.629  0.0016
O -2.725 1.930 -2.777  -0.0209
H -0.452 -0.036 -1.951  -0.0961
H -0.918 -0.774 -3.310  0.1357
O -0.282 -0.780 -2.458  -0.0749
H 2.624 1.409 -0.157  -0.0108
H 2.409 1.476 -1.605  0.0911
O 2.145 1.923 -0.771  -0.0414
H 1.356 2.535 1.194  0.0626
H 0.425 2.507 2.391  0.0813
O 0.996 1.848 1.909  -0.1139
H 0.914 4.711 -0.020  0.0886
H 2.207 4.004 0.342  0.0432
O 1.390 4.325 0.762  -0.0673
H 2.614 1.333 2.030  -0.0586
H 3.583 1.756 3.060  0.1274
O 3.549 1.386 2.105  -0.0818
H 3.444 -2.212 1.380  -0.0015
H 4.173 -3.097 0.387  0.0828
O 3.283 -2.919 0.733  -0.0722
H -3.009 -2.339 -2.699  -0.0180
H -4.195 -1.885 -1.842  0.0141
O -3.643 -1.662 -2.566  -0.0184
H 2.034 -3.258 -0.608  -0.0761
H 1.984 -4.604 -0.074  0.0634
O 1.606 -4.047 -0.794  -0.0478

Summary:
ΔE to the lowest compared entry with this formula, charge and spin ... 95.41 kcal/mol
E_LUMO ... 0.0021 hartree
Charge ... 0
E_HOMO ... -8.53 eV
E_tot ... -35912.102 eV
Orbital gap ... 8.592 eV
F_max ... 6.62 eV Å⁻¹

=====

Entry 6:
Molecular formula: C4H8O3
Method: DFT, ωB97M-V with the def2-TZVPD basis set

Last column: Löwdin charge in e.
Positions of all 15 atoms, in Å:
O 0.338 -0.956 0.542  0.0383
C 0.791 -0.691 1.903  -0.1109
C 1.552 0.546 1.416  -0.0221
C 1.031 0.106 0.059  -0.4727
O 1.123 0.468 -1.078  0.1303
C -1.968 0.147 -1.664  -0.1909
O -1.124 -0.274 -2.704  -0.1236
H -1.790 -0.403 -0.727  0.0639
H 1.402 -1.521 2.260  0.1220
H -0.057 -0.517 2.567  0.1228
H 2.638 0.534 1.511  0.1237
H 1.154 1.510 1.738  0.1253
H -2.999 -0.044 -1.977  0.0779
H -1.872 1.225 -1.451  0.0797
H -0.217 -0.128 -2.395  0.0363

Summary:
ΔE to the lowest compared entry with this formula, charge and spin ... 40.28 kcal/mol
E_LUMO ... 0.0243 hartree
Charge ... 0
E_HOMO ... -9.61 eV
E_tot ... -10419.257 eV
Orbital gap ... 10.270 eV
F_max ... 0.66 eV Å⁻¹

=====

Entry 7:
Molecular formula: C4H15N2O
Method: DFT, ωB97M-V with the def2-TZVPD basis set

Last column: Löwdin charge in e.
Positions of all 22 atoms, in Å:
C 0.155 -0.839 0.084  -0.2526
N 0.838 -1.783 -0.769  0.0329
C -0.200 0.426 -0.688  -0.3213
N 1.068 0.987 -1.256  0.2262
C -0.998 2.861 -0.488  -0.0850
C -0.895 1.477 0.181  -0.1989
H 0.768 -0.471 0.925  0.1255
H -0.751 -1.269 0.491  0.1199
H 1.829 -1.854 -0.684  0.0733
H 0.538 -2.710 -0.569  0.0754
H -0.840 0.126 -1.520  0.1632
H 1.722 1.275 -0.524  0.1810
H 1.451 0.225 -1.832  0.1623
H 0.906 1.819 -1.814  0.1544
H -1.759 3.442 0.028  0.0854
H -1.249 2.739 -1.539  0.0835
H -0.107 3.461 -0.286  0.0786
H -0.384 1.533 1.145  0.1209
H -1.887 1.090 0.417  0.1274
H -0.833 -2.762 3.201  0.0521
H 0.593 -3.156 2.663  0.0406
O -0.209 -2.676 2.474  -0.0449

Summary:
ΔE to the lowest compared entry with this formula, charge and spin ... 18.98 kcal/mol
E_LUMO ... -0.1174 hartree
Charge ... +1
E_HOMO ... -13.69 eV
E_tot ... -9412.839 eV
Orbital gap ... 10.499 eV
F_max ... 1.31 eV Å⁻¹

=====

Entry 8:
Molecular formula: C21H26N6O2OsS3
Method: DFT, ωB97M-V with the def2-TZVPD basis set

Last column: Löwdin charge in e.
Positions of all 59 atoms, in Å:
Os 0.178 -0.068 0.353  1.1487
O 0.345 4.091 -1.950  0.2052
C 0.175 3.660 -3.140  -0.1932
C 0.257 4.618 -4.202  0.0596
C 0.100 4.190 -5.473  -0.0020
C -0.159 2.811 -5.737  0.0492
C -0.253 1.865 -4.709  0.0234
C -0.093 2.245 -3.403  -0.0096
C -0.160 1.278 -2.272  -0.4292
O 0.097 1.712 -1.067  -0.2003
N -0.448 0.062 -2.578  0.0599
N -0.415 -0.775 -1.456  -0.2969
C -0.574 -2.053 -1.739  -0.9289
S -0.448 -3.228 -0.495  0.9649
C -1.166 -4.560 -1.503  -0.4619
C -0.681 -4.349 -2.920  -0.4709
S -0.889 -2.593 -3.337  1.0330
H 0.273 3.278 -1.311  0.1279
H 0.447 5.654 -3.953  0.1463
H 0.174 4.890 -6.295  0.1336
H -0.287 2.491 -6.763  0.1320
H -0.446 0.823 -4.927  0.1287
H -2.248 -4.501 -1.423  0.0908
H -0.819 -5.504 -1.085  0.0971
H -1.263 -4.930 -3.634  0.0973
H 0.372 -4.596 -3.029  0.0918
C -2.560 1.224 0.468  -0.1259
C -3.850 1.516 1.287  -0.1230
N -3.818 0.800 2.558  -0.1507
C -2.668 1.232 3.340  -0.1232
C -1.348 0.910 2.577  -0.1392
N -1.697 0.278 1.249  -0.3301
C -2.466 -0.985 1.499  -0.1447
C -3.740 -0.637 2.323  -0.1231
H -1.976 2.120 0.275  0.1099
H -2.786 0.747 -0.486  0.1193
H -4.732 1.208 0.729  0.1290
H -3.936 2.583 1.486  0.1290
H -2.677 0.722 4.300  0.1304
H -2.745 2.302 3.526  0.1303
H -0.728 0.207 3.126  0.1095
H -0.769 1.807 2.374  0.1148
H -1.812 -1.680 2.023  0.1101
H -2.718 -1.410 0.529  0.1019
H -3.722 -1.152 3.282  0.1302
H -4.631 -0.959 1.786  0.1296
C 4.964 -1.720 5.044  -0.0114
C 4.840 -1.416 3.585  -0.2926
C 5.861 -1.660 2.673  0.0155
C 5.633 -1.368 1.341  -0.0813
N 4.477 -0.842 0.915  0.0692
C 3.610 -0.644 1.879  -0.7458
S 2.110 0.197 1.366  0.6348
N 3.679 -0.888 3.165  0.1102
H 5.955 -2.094 5.290  0.0855
H 4.222 -2.467 5.329  0.0940
H 4.762 -0.823 5.629  0.0941
H 6.809 -2.066 2.998  0.1235
H 6.385 -1.553 0.583  0.1237

Summary:
Expectation value of S² ... 6.057
ΔE to the lowest compared entry with this formula, charge and spin ... 51.91 kcal/mol
E_LUMO (spin up / spin down) ... -0.2374 / -0.3205 hartree
Charge ... +2
E_HOMO (spin up / spin down) ... -13.54 / -13.83 eV
E_tot ... -70189.676 eV
Orbital gap (spin up / spin down) ... 7.076 / 5.105 eV
F_max ... 1.27 eV Å⁻¹
Spin multiplicity ... 5